DFT (ωB97M-V/def2-TZVPD) results for a single C11H18N2O3 molecule in a non-equilibrium geometry.

Positions of all 34 atoms, in Å:
O 2.637 1.287 -1.879
O 0.477 -0.109 1.115
O -0.654 -1.363 -1.092
C 2.342 0.187 -1.429
C 1.414 3.531 3.198
C -3.663 -0.660 -0.961
C 0.810 2.458 2.733
C -3.339 -0.358 -2.282
N 2.555 -0.244 -0.159
N 1.368 -0.521 -1.976
C 0.578 0.032 2.526
C -1.285 -1.989 -2.217
C 1.335 1.132 3.030
C -2.143 -0.907 -3.044
C 1.348 -0.986 0.305
C 0.739 -1.410 -1.012
H 2.337 3.463 3.806
H 0.949 4.525 2.940
H -4.698 -0.333 -0.761
H -3.069 -1.148 -0.199
H -0.081 2.633 2.086
H -4.148 0.003 -2.901
H 2.892 0.290 0.527
H 0.796 0.082 -2.621
H 0.927 -0.972 2.788
H -0.367 0.010 3.013
H -0.620 -2.402 -3.077
H -1.820 -2.749 -1.911
H 2.406 1.006 2.790
H 1.032 1.111 4.114
H -2.287 -1.235 -4.107
H -1.468 0.002 -3.063
H 1.609 -1.917 0.905
H 1.090 -2.447 -1.183

The relative energy (zero: lowest compared OMol25 entry of this formula, charge and spin) is 154.6 kcal/mol. For the LUMO energy, the calculation gives 0.030 hartree. The maximum force comes out at 6.83 eV Å⁻¹. For the highest occupied orbital energy, the calculation gives -9.42 eV. The spin multiplicity is 1. As for the SMILES: C=CCCO[C@H]1NC(=O)N[C@H]1OCCC=C.